1.
Molecular formula: C51H88NO17S7Si
Method: DFT, the ωB97M-V functional and the def2-TZVPD basis

Calculated values
- orbital gap (eV) = 5.735
- LUMO (eV) = 1.414
- charge = -1

Positions of all 165 atoms, in Å:
S (-2.29, -5.98, -3.90)
S (-0.56, 1.82, 9.72)
S (7.04, 5.03, 5.36)
S (3.39, -1.38, -6.18)
S (-0.43, -0.62, -2.87)
S (-4.08, -2.88, -7.51)
S (-8.58, -7.38, -4.13)
Si (-0.50, -0.08, 2.25)
O (-9.67, -6.76, -3.41)
O (-2.86, -2.12, -7.39)
O (3.86, -0.88, -4.92)
O (-5.06, -2.93, -6.45)
O (6.90, 6.02, 6.40)
O (2.04, -1.15, -6.64)
O (2.55, 0.86, 2.10)
O (-8.35, -8.80, -4.06)
O (-1.84, -6.63, -5.11)
O (-1.51, -0.01, -2.14)
O (-1.46, 1.92, 8.60)
O (6.22, 5.05, 4.18)
O (-0.18, -2.04, -2.81)
O (1.34, 3.34, 1.26)
O (-0.60, 2.77, 10.80)
O (2.15, 1.17, 4.25)
O (-3.53, -5.25, -3.84)
N (-0.26, 2.10, 4.04)
C (-4.92, -2.42, -9.03)
C (1.11, 1.71, 9.11)
C (-2.09, 3.48, 4.90)
C (5.22, -2.17, -7.95)
C (1.27, 4.68, 1.50)
C (6.98, 3.40, 6.10)
C (-7.06, -6.50, -3.75)
C (-1.75, 3.58, 6.23)
C (8.36, 2.78, 5.88)
C (1.17, 7.44, 1.99)
C (0.50, -0.89, 0.86)
C (-0.39, -1.30, 3.71)
C (-2.11, 4.71, 6.92)
C (1.09, 0.27, -2.52)
C (-2.27, 0.09, 1.60)
C (2.33, 5.32, 2.14)
C (0.25, 1.17, -4.66)
C (-0.97, -5.20, -1.78)
C (-2.80, 4.51, 4.32)
C (4.26, -3.34, -7.69)
C (0.15, 2.60, 1.60)
C (3.45, 4.01, 4.01)
C (-8.68, -6.88, -5.84)
C (0.29, 1.58, 2.78)
C (0.71, -0.50, 10.06)
C (-0.55, -0.12, -4.59)
C (4.18, 3.61, 1.55)
C (9.38, 3.93, 5.81)
C (1.52, 0.92, -3.84)
C (-3.19, 5.63, 5.02)
C (2.25, 6.67, 2.37)
C (0.13, 6.83, 1.34)
C (-7.86, -5.60, -5.91)
C (-2.26, -7.16, -2.54)
C (1.75, 0.62, 9.96)
C (8.77, 4.96, 4.87)
C (-1.12, -6.71, -1.61)
C (1.80, 1.19, 3.06)
C (-1.11, 7.59, 0.90)
C (-3.68, -4.55, -8.00)
C (-2.83, 5.73, 6.35)
C (4.52, -0.89, -7.49)
C (-6.61, -5.86, -5.06)
C (-4.71, -4.88, -9.08)
C (0.21, 5.47, 1.10)
C (-0.98, -4.94, -3.28)
C (3.73, -3.13, -6.28)
C (-1.71, 2.27, 4.06)
C (-0.64, 0.16, 10.40)
C (-4.81, -3.63, -9.96)
C (3.60, 4.62, 2.60)
H (-4.42, -5.76, -9.65)
H (0.13, 3.01, 4.24)
H (-2.44, 1.08, 1.17)
H (-3.12, 6.62, 6.89)
H (-0.11, -1.65, 0.34)
H (9.21, 5.95, 4.96)
H (3.44, -3.31, -8.41)
H (0.87, 1.01, -1.75)
H (4.36, 5.39, 2.68)
H (3.08, 7.16, 2.88)
H (4.34, 2.63, 2.01)
H (-5.66, -3.68, -10.64)
H (-1.32, -6.99, -0.58)
H (1.60, 2.67, 9.20)
H (4.76, -4.30, -7.80)
H (-1.81, -4.69, -1.30)
H (-0.32, 2.00, -4.22)
H (-1.07, 8.62, 1.29)
H (-7.28, -5.76, -2.99)
H (10.35, 3.59, 5.45)
H (-3.74, -5.21, -7.13)
H (-0.61, 4.99, 0.57)
H (-1.97, 7.13, 1.39)
H (-2.19, 2.42, 3.08)
H (0.49, 1.44, -5.69)
H (3.69, 4.82, 4.72)
H (-0.05, -4.83, -1.32)
H (4.15, 3.20, 4.19)
H (0.98, -1.24, 10.82)
H (-8.43, -4.77, -5.48)
H (-6.05, -4.94, -4.88)
H (2.18, 0.24, -4.38)
H (-3.91, -3.55, -10.57)
H (1.83, -0.43, -2.15)
H (-0.10, -0.90, -5.20)
H (-9.72, -6.75, -6.13)
H (6.75, 3.52, 7.16)
H (-0.72, 3.24, 1.78)
H (5.22, -0.16, -7.09)
H (8.80, 4.62, 3.84)
H (2.07, 1.84, -3.65)
H (-0.73, -0.87, 4.65)
H (-1.84, 4.82, 7.97)
H (-3.22, -7.12, -2.04)
H (1.19, 8.50, 2.21)
H (1.42, -1.33, 1.25)
H (0.68, -0.10, 0.13)
H (-0.19, -7.21, -1.91)
H (5.17, 3.97, 1.22)
H (-1.47, -0.37, 9.95)
H (1.07, 1.41, 8.06)
H (-2.49, -0.65, 0.82)
H (9.52, 4.36, 6.80)
H (3.93, -0.44, -8.29)
H (-5.94, -6.54, -5.60)
H (-1.20, 2.77, 6.70)
H (-0.79, 0.24, 11.48)
H (-3.05, 4.42, 3.26)
H (-1.27, 7.56, -0.18)
H (-6.33, -7.21, -3.37)
H (-0.05, -5.26, -3.75)
H (3.58, 3.55, 0.65)
H (0.63, -1.02, 9.10)
H (4.49, -3.36, -5.53)
H (-2.98, -0.07, 2.43)
H (-1.19, -3.90, -3.53)
H (6.14, -2.32, -7.37)
H (8.60, 2.08, 6.68)
H (-2.67, -4.55, -8.41)
H (2.42, 3.74, 4.22)
H (-7.61, -5.33, -6.93)
H (-2.18, 1.41, 4.57)
H (0.68, -1.54, 3.79)
H (-4.44, -1.54, -9.45)
H (8.37, 2.22, 4.94)
H (6.19, 2.82, 5.62)
H (-5.68, -5.08, -8.61)
H (-2.09, -8.16, -2.94)
H (-3.76, 6.39, 4.50)
H (2.82, -3.70, -6.07)
H (-8.22, -7.67, -6.44)
H (1.98, 1.00, 10.96)
H (-0.90, -2.23, 3.43)
H (2.68, 0.26, 9.52)
H (-5.96, -2.19, -8.79)
H (5.51, -2.10, -9.00)
H (-1.60, 0.01, -4.86)
H (-0.09, 2.00, 0.71)

These are the Mulliken partial charges, in e, on atoms 1 to 99: atom 1 (S): 1.450, atom 2 (S): 1.185, atom 3 (S): 1.057, atom 4 (S): 1.279, atom 5 (S): 1.151, atom 6 (S): 1.155, atom 7 (S): 1.161, atom 8 (Si): 0.549, atom 9 (O): -0.662, atom 10 (O): -0.679, atom 11 (O): -0.762, atom 12 (O): -0.615, atom 13 (O): -0.719, atom 14 (O): -0.650, atom 15 (O): -0.706, atom 16 (O): -0.679, atom 17 (O): -0.794, atom 18 (O): -0.679, atom 19 (O): -0.643, atom 20 (O): -0.508, atom 21 (O): -0.623, atom 22 (O): -0.061, atom 23 (O): -0.712, atom 24 (O): -0.701, atom 25 (O): -0.608, atom 26 (N): 0.165, atom 27 (C): -0.694, atom 28 (C): -0.588, atom 29 (C): -0.313, atom 30 (C): -0.625, atom 31 (C): -0.091, atom 32 (C): -0.440, atom 33 (C): -0.668, atom 34 (C): -0.117, atom 35 (C): -0.726, atom 36 (C): -1.025, atom 37 (C): -0.587, atom 38 (C): -1.295, atom 39 (C): -0.357, atom 40 (C): -0.354, atom 41 (C): -1.066, atom 42 (C): -0.232, atom 43 (C): -0.715, atom 44 (C): -0.561, atom 45 (C): -0.310, atom 46 (C): -0.572, atom 47 (C): -0.713, atom 48 (C): -1.218, atom 49 (C): -0.759, atom 50 (C): 1.717, atom 51 (C): -0.647, atom 52 (C): -0.722, atom 53 (C): -1.614, atom 54 (C): -0.556, atom 55 (C): 0.226, atom 56 (C): -0.692, atom 57 (C): -0.494, atom 58 (C): 0.807, atom 59 (C): -0.632, atom 60 (C): -0.800, atom 61 (C): -0.700, atom 62 (C): -0.758, atom 63 (C): -0.733, atom 64 (C): -0.278, atom 65 (C): -1.423, atom 66 (C): -0.402, atom 67 (C): -0.549, atom 68 (C): -0.765, atom 69 (C): -0.102, atom 70 (C): -0.294, atom 71 (C): -0.080, atom 72 (C): -0.560, atom 73 (C): -0.709, atom 74 (C): -0.378, atom 75 (C): -0.706, atom 76 (C): -0.691, atom 77 (C): 0.805, atom 78 (H): 0.407, atom 79 (H): 0.196, atom 80 (H): 0.265, atom 81 (H): 0.375, atom 82 (H): 0.275, atom 83 (H): 0.384, atom 84 (H): 0.287, atom 85 (H): -0.166, atom 86 (H): 0.878, atom 87 (H): 0.398, atom 88 (H): 0.356, atom 89 (H): 0.354, atom 90 (H): 0.365, atom 91 (H): 0.462, atom 92 (H): 0.363, atom 93 (H): 0.287, atom 94 (H): 0.360, atom 95 (H): 0.339, atom 96 (H): 0.395, atom 97 (H): 0.344, atom 98 (H): 0.097, atom 99 (H): 0.555

2.
Molecular formula: C5H3N3
Method: DFT, the ωB97M-V functional and the def2-TZVPD basis

Calculated values
- energy relative to the best compared isomer or geometry (same formula, charge and spin) (eV) = 3.8220
- orbital gap (eV) = 8.555
- LUMO (eV) = -1.586

Positions of all 11 atoms, in Å:
N (-1.84, 0.86, -0.27)
N (-1.11, -1.48, 0.06)
N (1.36, -1.32, -0.12)
C (-0.28, 0.66, -0.07)
C (-0.03, -0.78, -0.03)
C (-2.14, -0.37, -0.04)
C (1.84, -0.15, -0.20)
C (1.03, 1.11, 0.15)
H (2.90, -0.21, -0.06)
H (1.37, 2.30, 0.29)
H (-3.10, -0.62, 0.29)

Formally, the natural (NBO) partial charges of the atoms, in units of the elementary charge, are as follows: atom 1 (N): -0.394, atom 2 (N): -0.399, atom 3 (N): -0.352, atom 4 (C): 0.066, atom 5 (C): 0.313, atom 6 (C): 0.260, atom 7 (C): 0.097, atom 8 (C): -0.237, atom 9 (H): 0.195, atom 10 (H): 0.258, atom 11 (H): 0.192

3.
Molecular formula: C3H3O2Sn
Method: DFT, the ωB97M-V functional and the def2-TZVPD basis

Calculated values
- energy relative to the best compared isomer or geometry (same formula, charge and spin) (eV) = 4.2114
- orbital gap (eV) = 7.757
- LUMO (eV) = -5.892
- charge = +1

Positions of all 9 atoms, in Å:
Sn (0.99, 1.34, 0.15)
O (1.58, -0.48, 0.27)
O (-0.84, 0.87, 0.28)
C (-1.91, -0.02, -0.14)
C (-0.67, -0.63, 0.23)
C (0.45, -1.31, 0.37)
H (-2.18, 0.07, -1.19)
H (1.84, -1.38, -0.36)
H (-2.75, -0.01, 0.56)

Formally, the natural (NBO) partial charges of the atoms, in units of the elementary charge, are as follows: atom 1 (Sn): 1.659, atom 2 (O): -0.929, atom 3 (O): -0.747, atom 4 (C): -0.042, atom 5 (C): -0.004, atom 6 (C): -0.054, atom 7 (H): 0.239, atom 8 (H): 0.630, atom 9 (H): 0.248

4.
Molecular formula: C8H30N2O6
Method: DFT, the ωB97M-V functional and the def2-TZVPD basis

Calculated values
- energy relative to the best compared isomer or geometry (same formula, charge and spin) (eV) = 1.1052
- structure (SMILES) = COC[C@H](C)N.COC[C@H](C)N.O.O.O.O
- orbital gap (eV) = 10.068
- LUMO (eV) = 0.416

Positions of all 46 atoms, in Å:
O (-4.76, -0.51, 0.93)
O (0.25, 1.66, -1.24)
O (2.94, 1.38, -0.24)
O (1.59, -2.14, -2.13)
O (0.39, 0.89, -3.90)
O (-3.31, 2.32, -2.58)
N (4.23, -0.44, 2.64)
N (-2.28, 0.80, 0.20)
C (3.57, 0.81, -1.36)
C (-1.29, -1.45, -0.12)
C (3.56, -0.39, 1.32)
C (3.45, 1.12, 1.05)
C (-2.61, -0.60, -0.04)
C (2.30, -1.25, 1.30)
C (-5.24, 0.10, 2.12)
C (-3.50, -1.21, 0.95)
H (-5.80, -0.60, 2.71)
H (4.49, 1.52, 1.21)
H (3.56, -0.32, 3.39)
H (0.05, 1.66, -4.43)
H (-3.13, 2.35, -1.61)
H (-0.92, -1.69, 0.87)
H (-0.54, 1.40, -0.74)
H (0.30, 1.18, -2.93)
H (-3.13, -0.58, -0.98)
H (1.56, -1.24, -2.47)
H (-4.43, 0.50, 2.78)
H (-3.12, -1.21, 1.96)
H (0.77, -2.30, -1.63)
H (3.00, 0.00, -1.84)
H (1.47, -0.93, 1.97)
H (-3.10, 1.39, 0.35)
H (4.58, 0.44, -1.03)
H (-3.69, -2.27, 0.70)
H (-1.80, 0.84, 1.12)
H (-0.55, -0.87, -0.75)
H (-1.45, -2.37, -0.67)
H (1.10, 1.37, -0.68)
H (2.83, 1.70, 1.71)
H (3.69, 1.44, -2.21)
H (2.45, -2.28, 1.54)
H (4.66, -1.31, 2.88)
H (4.24, -0.89, 0.67)
H (-5.79, 0.93, 1.74)
H (1.78, -1.24, 0.29)
H (-2.36, 2.24, -2.82)

Formally, the natural (NBO) partial charges of the atoms, in units of the elementary charge, are as follows: atom 1 (O): -0.561, atom 2 (O): -1.019, atom 3 (O): -0.572, atom 4 (O): -0.945, atom 5 (O): -0.999, atom 6 (O): -0.928, atom 7 (N): -0.840, atom 8 (N): -0.858, atom 9 (C): -0.255, atom 10 (C): -0.638, atom 11 (C): -0.091, atom 12 (C): -0.056, atom 13 (C): -0.085, atom 14 (C): -0.633, atom 15 (C): -0.242, atom 16 (C): -0.074, atom 17 (H): 0.175, atom 18 (H): 0.188, atom 19 (H): 0.346, atom 20 (H): 0.466, atom 21 (H): 0.460, atom 22 (H): 0.207, atom 23 (H): 0.499, atom 24 (H): 0.501, atom 25 (H): 0.215, atom 26 (H): 0.481, atom 27 (H): 0.155, atom 28 (H): 0.166, atom 29 (H): 0.471, atom 30 (H): 0.175, atom 31 (H): 0.191, atom 32 (H): 0.374, atom 33 (H): 0.175, atom 34 (H): 0.189, atom 35 (H): 0.350, atom 36 (H): 0.223, atom 37 (H): 0.221, atom 38 (H): 0.511, atom 39 (H): 0.196, atom 40 (H): 0.198, atom 41 (H): 0.217, atom 42 (H): 0.361, atom 43 (H): 0.200, atom 44 (H): 0.196, atom 45 (H): 0.221, atom 46 (H): 0.467

What is the LUMO in the fourth record? 0.416 eV

Among the records above, which one has the highest LUMO? C51H88NO17S7Si

Look up the orbital gap of the second one. 8.555 eV